Computed, not measured: a cluster of 12 separate species, C54H70N6O30S2 in total at a distorted geometry, with ωB97M-V/def2-TZVPD.

The geometry in XYZ format:
```
162
Properties=species:S:1:pos:R:3:forces:R:3
C 4.8287 -1.2031 -2.9278 -0.8 -0.2 -1.6
O 5.6748 -1.7762 -1.9946 3.2 -0.3 1.3
C 6.9703 -2.0397 -2.2792 -0.2 -0.8 -2.2
O 7.5409 -2.1259 -3.3617 -1.5 0.8 1.1
O 7.5558 -2.3676 -1.1517 0.6 -0.7 1.9
C 8.9169 -2.7937 -1.1767 1.3 0.8 -0.5
H 3.9217 -1.1364 -2.3270 -0.2 0.3 -0.9
H 4.7879 -1.8567 -3.7992 -0.6 -0.3 0.1
H 5.1285 -0.2486 -3.3604 0.2 0.1 0.8
H 9.4315 -2.4579 -0.2764 -0.5 0.2 0.2
H 9.4371 -2.3318 -2.0157 -0.2 0.1 0.0
H 9.1608 -3.8527 -1.2609 -1.1 -0.3 -0.1
C -7.2266 -3.7005 -3.6149 -0.9 -0.9 -0.4
O -6.7174 -3.4495 -2.3057 0.1 1.0 -0.6
C -6.5343 -2.1453 -1.9715 0.3 2.6 0.8
O -6.6953 -1.1055 -2.6245 0.1 -3.1 0.9
O -6.1242 -2.1621 -0.6770 -0.5 -0.8 -0.8
C -5.8404 -1.0075 0.1142 0.8 0.8 0.2
H -6.5138 -3.7591 -4.4375 0.5 1.1 0.3
H -8.1044 -3.0904 -3.8279 0.4 0.4 -0.1
H -7.5949 -4.7251 -3.6674 -0.1 -0.2 0.9
H -5.5375 -1.3641 1.0987 -0.2 -0.3 -0.1
H -6.6292 -0.2706 0.2651 -0.5 -0.4 -0.4
H -4.9809 -0.4427 -0.2469 0.0 -0.1 -0.5
C -3.0181 2.9366 3.3727 -0.1 0.9 -0.1
O -2.5748 1.5651 3.3225 -0.5 -0.1 -0.6
C -3.5136 0.6122 3.2134 -2.4 0.9 1.9
O -4.7315 0.7938 3.3531 2.3 -0.5 -0.9
O -2.8910 -0.5627 3.1860 1.0 -1.2 -0.5
C -3.5495 -1.8317 3.1876 -1.6 -0.6 1.2
H -3.6775 3.1609 4.2112 0.0 -0.5 0.1
H -3.5103 3.3084 2.4741 -0.2 -0.8 -0.2
H -2.1485 3.5892 3.4501 0.3 -0.6 0.2
H -3.4057 -2.5097 2.3463 0.1 1.0 -0.8
H -4.5924 -1.7529 3.4947 -0.4 0.6 -1.0
H -3.3085 -2.5308 3.9884 1.5 0.7 0.6
C -0.0668 -3.2488 1.8512 1.8 -0.7 -0.2
O -0.8622 -4.0891 2.6427 -1.8 -3.2 0.8
C -0.7628 -5.4815 2.7064 0.3 0.9 0.7
O -1.6462 -6.1483 3.2087 1.3 0.8 -1.1
O 0.4614 -5.9548 2.2732 -1.1 1.2 0.0
C 0.7546 -7.3524 2.2729 -0.2 -0.4 0.2
H 0.9373 -3.3938 2.2497 0.3 0.7 -0.3
H -0.3994 -2.2166 1.9612 -0.2 -0.3 0.0
H -0.0690 -3.5793 0.8125 -0.1 0.3 0.0
H -0.1466 -7.9631 2.3268 0.0 0.2 -0.1
H 1.3926 -7.6226 3.1144 -0.1 0.3 0.2
H 1.3319 -7.5849 1.3781 -0.3 0.2 -0.1
C 1.3605 6.6955 5.5949 -0.9 -1.3 0.7
C 0.6996 5.4650 5.7154 -0.8 -0.1 -1.6
C 0.4316 4.7337 4.5503 0.3 0.0 -0.1
C 0.9142 5.1612 3.3057 0.8 -1.1 -1.8
C 1.6084 6.3939 3.1961 -0.1 -0.2 0.0
C 1.7673 7.1333 4.3392 0.3 0.5 1.5
N 0.8812 4.2777 2.1233 0.3 3.5 2.7
O 0.5485 3.0944 2.1862 -1.1 -2.9 0.9
O 1.1615 4.7948 1.0250 0.7 1.1 -1.9
H 1.4899 7.2656 6.5030 0.3 0.3 -0.1
H 0.2105 5.1009 6.6068 0.4 0.2 0.4
H -0.1346 3.8144 4.5248 0.1 -0.2 0.4
H 2.0719 6.7212 2.2772 -0.3 -0.2 -0.2
H 2.2711 8.0805 4.4636 0.3 0.3 -1.1
C -1.6021 1.0638 -6.8379 -2.1 1.2 -0.5
C -0.8569 0.6272 -7.9029 1.4 -1.2 0.1
C 0.3227 -0.0732 -7.6441 0.9 0.0 0.8
C 0.8073 -0.2073 -6.3032 -2.1 0.8 -1.0
C -0.0232 0.2580 -5.2897 -0.2 0.2 0.4
C -1.2719 0.8740 -5.5418 2.5 -1.6 1.1
N 2.0833 -0.8577 -5.9559 -1.3 0.7 -1.3
O 2.2220 -1.1264 -4.8010 0.8 -0.5 1.2
O 2.8634 -1.0651 -6.8626 0.3 -0.2 0.0
H -2.5302 1.5761 -7.0445 -0.2 0.0 -0.1
H -1.2072 0.7375 -8.9185 0.0 0.1 0.0
H 0.9015 -0.5124 -8.4431 0.1 0.1 -0.1
H 0.2307 0.1967 -4.2417 0.4 -0.3 -0.1
H -1.8308 1.0204 -4.6293 -0.5 0.6 -0.4
C -4.5775 -7.3261 -1.0903 0.0 0.2 1.2
C -3.7978 -6.9161 -0.0049 0.9 0.6 -1.8
C -3.0574 -5.7162 -0.1546 -1.5 -0.6 0.6
C -3.3085 -4.8969 -1.2647 -0.2 0.1 -0.3
C -4.2393 -5.2158 -2.2677 1.0 -1.3 0.8
C -4.8239 -6.4928 -2.1560 0.0 0.6 -0.6
N -2.5924 -3.5718 -1.3851 -0.6 -0.4 -0.2
O -2.1568 -3.0972 -0.3679 0.3 0.0 0.7
O -2.5179 -3.0249 -2.4690 -0.3 -0.5 -0.1
H -5.0615 -8.2902 -1.0393 -0.1 -0.1 -0.1
H -3.6525 -7.6180 0.8030 0.1 0.4 0.3
H -2.4907 -5.4324 0.7199 0.4 0.5 -0.4
H -4.3600 -4.5779 -3.1309 -0.1 0.0 0.1
H -5.4783 -6.9076 -2.9084 -0.1 0.4 -0.3
C 1.5813 -0.6500 0.3968 0.3 -0.7 -1.3
C 1.0706 -1.1657 -0.7917 -1.4 0.9 -0.1
C -0.2021 -0.7263 -1.2848 0.7 -0.3 0.6
C -0.9668 0.2047 -0.5577 1.8 0.1 1.1
C -0.4218 0.6512 0.7305 -2.3 -0.6 -3.1
C 0.8179 0.1948 1.1414 -1.3 1.7 1.1
N -2.2365 0.7464 -1.1857 -2.4 0.3 0.9
O -3.0529 1.4379 -0.5066 2.6 -1.4 -0.7
O -2.5505 0.4120 -2.3287 1.3 0.1 0.9
H 2.6064 -0.8898 0.6379 0.0 -0.1 0.4
H 1.6697 -1.8789 -1.3384 -0.2 0.0 -0.3
H -0.5767 -1.1843 -2.1882 -0.1 0.2 -0.1
H -1.0393 1.3634 1.2577 0.4 0.1 0.4
H 1.1079 0.7058 2.0476 0.6 -0.3 0.2
C -7.4815 1.9130 -1.8586 -0.3 -1.4 -0.4
C -6.1515 2.1044 -1.5302 0.6 1.0 -0.2
C -5.7219 3.0286 -0.5738 -1.2 -0.1 0.4
C -6.7357 3.7039 0.1590 -0.5 -2.5 -2.0
C -8.0903 3.3700 -0.1516 -0.7 0.3 0.4
C -8.5381 2.4343 -1.1516 2.4 2.1 1.5
N -6.3540 4.6057 1.2339 -1.4 1.9 0.3
O -7.2525 5.3382 1.6925 0.9 -1.2 -0.4
O -5.1929 4.6913 1.5682 -0.2 -0.4 -0.2
H -7.6701 1.1992 -2.6468 -0.1 -0.1 -0.1
H -5.4391 1.5787 -2.1487 0.3 0.0 0.2
H -4.6687 3.1724 -0.3829 -0.1 0.1 0.1
H -8.8604 3.8828 0.4055 0.0 0.1 0.3
H -9.5672 2.2100 -1.3907 0.0 0.2 0.3
C 3.8391 2.4318 2.2610 1.3 1.2 -0.2
C 4.3080 3.6309 1.6234 -0.9 -1.8 1.4
C 4.5713 4.7378 2.4008 1.2 -0.3 0.2
C 4.5778 4.6346 3.8138 -0.6 0.3 -2.3
C 4.1316 3.4587 4.4091 -0.1 0.5 0.6
C 3.8349 2.3192 3.6549 -0.8 0.9 -1.4
N 5.0311 5.8414 4.5803 0.5 -1.8 -0.2
O 5.7484 6.6707 4.0451 -0.7 -0.1 -0.2
O 4.8017 5.7805 5.7598 -0.3 0.6 0.9
H 3.5465 1.6072 1.6279 0.0 -0.2 0.1
H 4.4958 3.5925 0.5606 -0.4 0.4 -0.1
H 4.9213 5.6006 1.8536 0.0 0.4 0.5
H 3.8931 3.4930 5.4618 0.4 -0.2 0.2
H 3.4215 1.4029 4.0497 0.2 0.2 0.5
O 3.5298 -0.9052 3.6221 1.4 -3.2 -0.8
S 4.2053 -2.1962 3.3619 0.0 0.9 -1.2
O 4.4833 -3.1575 4.4170 -0.6 1.1 -1.0
O 3.3467 -2.9932 2.1131 1.0 3.0 2.4
C 3.6596 -4.3347 2.0333 0.1 -2.0 -0.6
C 3.2665 -4.7811 0.6510 -0.3 -0.9 -1.1
C 5.8350 -1.9193 2.4463 -1.1 0.4 1.0
H 3.1232 -4.9201 2.7800 -0.3 0.1 0.1
H 4.7098 -4.5665 2.2103 0.2 0.3 0.0
H 3.0775 -5.8546 0.6434 -0.1 -0.1 0.2
H 3.9841 -4.6431 -0.1577 0.5 0.4 0.4
H 2.3581 -4.3215 0.2616 -0.2 0.2 0.5
H 6.3504 -2.8602 2.2535 -0.4 0.0 0.0
H 6.4080 -1.3401 3.1704 0.0 0.0 0.0
H 5.6903 -1.3218 1.5461 -0.3 -0.2 0.1
O 2.2123 2.3644 -3.8292 1.2 -0.2 1.9
S 2.8927 2.3433 -2.5255 -0.4 -1.2 1.6
O 3.7809 1.2307 -2.0954 -1.8 2.5 -1.4
O 3.7223 3.6760 -2.3361 1.4 -0.3 -0.4
C 3.5311 4.8424 -3.1452 -0.7 0.2 0.1
C 4.3667 5.9498 -2.6027 -0.1 0.1 1.5
C 1.7712 2.6561 -1.1207 -0.9 -0.9 -1.0
H 2.4902 5.1276 -2.9928 -0.2 0.0 -0.7
H 3.8173 4.6881 -4.1856 -0.4 -0.5 0.0
H 3.9988 6.2442 -1.6198 -0.4 0.1 0.1
H 4.2423 6.8231 -3.2430 0.7 -0.1 -0.1
H 5.3627 5.5913 -2.3427 0.4 0.4 -0.8
H 2.1751 2.3503 -0.1556 0.5 0.5 -0.3
H 0.8987 2.0114 -1.2268 0.0 -0.2 -0.4
H 1.3703 3.6696 -1.1367 0.5 0.1 0.2
```
Positions in Å, forces in eV/Å.

Output
Largest force on an atom (eV/A): 4.436
Spin multiplicity: 2
Energy (hartree): -5481.1350
HOMO level (spin up / spin down) (eV): -2.2 / -5.7
Gap between HOMO and LUMO (spin up / spin down) (eV): 3.1 / 6.7
Charge: -1
LUMO energy (spin up / spin down) (eV): 0.9 / 0.9

Mulliken atomic charge list, values in e, 6 entries: number 1, C, carries -0.251; number 2, O, carries -0.050; number 3, C, carries 0.635; number 4, O, carries -0.616; number 5, O, carries -0.218; number 6, C, carries -0.786